A molecular structure, C44H49MoN9OS4 in a non-equilibrium geometry. Source: the OMol25 dataset; level of theory: ωB97M-V/def2-TZVPD.

Structure (XYZ):
```
108
Properties=species:S:1:pos:R:3:forces:R:3:lowdin_charge:R:1
Mo 0.556 -1.878 -0.958 -0.1 0.1 -4.3 1.283
N 1.369 -0.260 -0.123 0.8 1.8 1.5 -0.417
S 1.749 0.892 0.679 -0.2 -1.4 -1.1 0.794
N 0.695 2.190 0.671 -0.5 0.6 0.6 -0.346
S -0.708 2.036 1.320 0.7 -0.8 -0.6 0.891
N -1.441 0.666 1.090 -0.6 0.6 0.3 -0.356
S -1.957 0.049 -0.342 0.8 -0.5 -0.6 0.832
N -1.175 -1.015 -1.047 -1.4 1.0 0.6 -0.417
C -3.531 -0.643 0.106 0.0 0.2 0.2 -0.323
C -4.053 -0.555 1.386 0.1 0.1 0.0 -0.060
C -5.237 -1.219 1.670 -0.1 0.0 0.1 -0.051
C -5.886 -1.945 0.683 0.0 0.0 0.0 -0.045
C -5.365 -2.002 -0.606 0.0 0.0 0.0 -0.046
C -4.181 -1.350 -0.900 0.1 0.1 0.0 -0.074
C -2.316 1.352 -1.497 -0.3 0.0 0.0 -0.325
C -3.565 1.958 -1.539 0.1 0.0 0.1 -0.061
C -3.817 2.888 -2.533 -0.1 0.1 0.0 -0.047
C -2.837 3.192 -3.469 0.0 0.0 0.0 -0.045
C -1.598 2.564 -3.423 0.0 0.1 0.0 -0.047
C -1.332 1.631 -2.435 0.1 -0.1 0.2 -0.064
C -1.625 3.462 0.834 -0.2 0.3 -0.1 -0.332
C -1.078 4.447 0.026 0.2 -0.3 -0.1 -0.047
C -1.829 5.582 -0.229 -0.1 0.1 -0.1 -0.041
C -3.091 5.732 0.329 0.1 -0.1 0.0 -0.036
C -3.620 4.739 1.147 -0.1 0.0 0.0 -0.042
C -2.887 3.598 1.405 0.1 -0.2 0.0 -0.064
C -0.671 2.260 3.079 0.0 -0.1 0.2 -0.324
C -1.302 1.411 3.972 0.0 -0.2 -0.3 -0.056
C -1.252 1.717 5.323 0.0 0.0 0.1 -0.046
C -0.591 2.855 5.763 0.0 0.0 -0.1 -0.039
C 0.032 3.701 4.852 0.0 0.0 0.1 -0.042
C -0.004 3.406 3.503 0.0 0.0 -0.2 -0.063
C 2.043 0.507 2.406 0.0 0.4 -0.1 -0.324
C 2.742 1.362 3.247 -0.1 0.1 0.0 -0.074
C 2.921 0.993 4.571 0.1 0.1 0.0 -0.049
C 2.408 -0.209 5.041 -0.1 0.0 0.0 -0.052
C 1.706 -1.051 4.188 0.0 0.0 0.1 -0.057
C 1.517 -0.689 2.865 -0.1 0.0 -0.2 -0.084
C 3.213 1.723 0.098 -0.2 0.2 0.3 -0.312
C 3.090 2.681 -0.896 -0.1 0.0 0.0 -0.066
C 4.235 3.307 -1.361 0.0 0.0 -0.1 -0.053
C 5.476 2.969 -0.837 0.0 0.0 0.0 -0.051
C 5.584 1.975 0.126 0.0 0.0 0.0 -0.050
C 4.448 1.337 0.597 0.0 -0.1 -0.1 -0.069
H -3.529 0.017 2.141 -0.1 -0.1 0.0 0.085
H -5.653 -1.169 2.667 0.0 0.0 0.0 0.116
H -6.803 -2.468 0.916 0.0 0.0 0.0 0.118
H -5.885 -2.548 -1.381 0.0 0.0 0.0 0.118
H -3.755 -1.363 -1.894 0.0 -0.1 0.0 0.104
H -4.324 1.692 -0.814 -0.1 0.1 0.0 0.121
H -4.789 3.361 -2.582 0.0 0.0 0.0 0.119
H -3.047 3.916 -4.246 0.0 0.0 0.0 0.118
H -0.848 2.789 -4.169 0.0 0.0 0.0 0.117
H -0.386 1.102 -2.378 0.0 0.0 -0.1 0.098
H -0.087 4.311 -0.387 0.0 0.0 0.0 0.109
H -1.423 6.360 -0.862 0.0 0.0 0.0 0.120
H -3.666 6.627 0.131 0.0 0.0 0.0 0.120
H -4.601 4.859 1.587 0.0 0.0 0.0 0.120
H -3.276 2.814 2.046 -0.1 0.1 0.0 0.121
H -1.808 0.525 3.612 0.0 0.0 0.0 0.102
H -1.735 1.062 6.036 0.0 0.0 0.0 0.118
H -0.558 3.086 6.820 0.0 0.0 0.0 0.119
H 0.541 4.592 5.192 0.0 0.0 0.0 0.121
H 0.472 4.050 2.773 0.0 0.0 0.1 0.125
H 3.144 2.296 2.875 0.0 0.0 0.0 0.125
H 3.469 1.647 5.237 0.0 0.0 0.0 0.118
H 2.547 -0.487 6.078 0.0 0.0 0.0 0.116
H 1.314 -1.992 4.552 0.0 0.0 0.0 0.112
H 0.963 -1.311 2.175 0.0 0.0 0.1 0.070
H 2.111 2.924 -1.288 0.0 0.1 0.0 0.100
H 4.160 4.060 -2.133 0.0 0.0 0.0 0.115
H 6.365 3.477 -1.186 0.0 0.0 0.0 0.116
H 6.555 1.696 0.513 0.0 0.0 0.0 0.116
H 4.516 0.550 1.338 0.1 0.1 0.0 0.118
C 3.109 -1.424 -4.443 0.0 0.0 0.1 -0.062
C 2.440 -2.387 -3.458 0.2 -0.2 0.1 -0.684
C 3.480 -2.877 -2.441 -0.1 0.1 -0.1 -0.080
C 1.895 -3.602 -4.228 0.0 0.1 0.0 -0.062
C 1.296 -1.715 -2.737 -0.2 -0.4 1.1 -0.214
H 3.924 -1.922 -4.971 0.0 0.0 0.0 0.088
H 3.524 -0.564 -3.912 0.0 0.0 0.0 0.084
H 2.392 -1.066 -5.185 0.0 0.0 0.0 0.083
H 4.346 -3.310 -2.946 0.0 0.0 0.0 0.090
H 3.043 -3.642 -1.797 0.0 -0.1 0.0 0.054
H 3.820 -2.047 -1.818 0.0 0.0 0.0 0.074
H 2.709 -4.124 -4.735 0.0 0.0 0.0 0.092
H 1.174 -3.284 -4.985 0.0 0.0 0.0 0.081
H 1.408 -4.296 -3.540 0.0 0.0 0.0 0.063
H 0.795 -0.965 -3.365 -0.2 0.0 0.2 0.053
N 3.778 -4.890 1.209 0.4 -0.2 -0.2 0.159
N 2.537 -4.329 1.183 -0.3 0.7 -0.3 -0.254
N 1.467 -4.955 1.607 0.2 -0.3 0.3 0.160
C 0.501 -4.142 1.250 -0.3 0.4 -0.2 -0.163
N 0.992 -3.043 0.641 1.0 -1.6 1.1 -0.197
N 2.314 -3.166 0.618 0.3 -0.6 0.6 0.098
H 3.759 -5.732 1.767 -0.1 0.0 0.1 0.115
H 4.481 -4.226 1.503 -0.1 0.1 0.1 0.115
H -0.544 -4.323 1.424 0.0 0.0 0.0 0.126
C -1.348 -5.994 -2.534 -0.2 0.2 0.1 -0.223
S -1.794 -4.349 -1.930 0.1 0.0 -0.7 0.896
C -1.985 -3.549 -3.535 -0.1 -0.1 0.2 -0.226
O -0.491 -3.810 -1.386 0.1 -0.2 0.4 -0.698
H -2.265 -6.526 -2.785 0.0 0.0 0.0 0.065
H -0.837 -6.505 -1.720 -0.1 0.0 0.1 0.060
H -0.693 -5.919 -3.399 0.0 0.1 0.0 0.060
H -2.771 -4.048 -4.103 0.0 0.0 0.0 0.070
H -1.029 -3.599 -4.052 0.0 0.0 0.0 0.043
H -2.249 -2.510 -3.349 0.0 0.0 0.0 0.033
```
Forces are in eV/Å.

Output
Charge: +2
HOMO energy (spin up / spin down) in eV: -10.3984 / -10.1645
Relative energy (zero: lowest compared OMol25 entry of this formula, charge and spin) in kcal/mol: 25.6
Total energy in hartree: -3934.197039